{"formula": "C71H64F10N2O", "method": "ωB97M-V/def2-TZVPD", "e_tot_ha": -3927.2292, "charge": 0, "homo_ev": -9.0616, "e_lumo_ev": 0.5, "symbols": ["N", "C", "C", "C", "C", "C", "H", "H", "H", "H", "H", "N", "C", "C", "C", "C", "C", "H", "H", "H", "H", "H", "C", "O", "H", "H", "H", "H", "F", "C", "C", "C", "C", "C", "C", "H", "H", "H", "H", "H", "F", "C", "C", "C", "C", "C", "C", "H", "H", "H", "H", "H", "F", "C", "C", "C", "C", "C", "C", "H", "H", "H", "H", "H", "F", "C", "C", "C", "C", "C", "C", "H", "H", "H", "H", "H", "F", "C", "C", "C", "C", "C", "C", "H", "H", "H", "H", "H", "F", "C", "C", "C", "C", "C", "C", "H", "H", "H", "H", "H", "F", "C", "C", "C", "C", "C", "C", "H", "H", "H", "H", "H", "F", "C", "C", "C", "C", "C", "C", "H", "H", "H", "H", "H", "F", "C", "C", "C", "C", "C", "C", "H", "H", "H", "H", "H", "F", "C", "C", "C", "C", "C", "C", "H", "H", "H", "H", "H"], "positions_angstrom": [[-4.75018, 19.76540, -21.31314], [-3.88442, 20.11683, -22.27855], [-4.31557, 20.57474, -23.51628], [-5.66354, 20.57821, -23.82776], [-6.55727, 20.28585, -22.80446], [-6.04402, 19.85964, -21.59116], [-2.85748, 19.98404, -21.96831], [-3.59324, 20.79345, -24.29456], [-6.02194, 20.69518, -24.84086], [-7.63702, 20.25647, -22.87632], [-6.78955, 19.66454, -20.82563], [1.87913, 16.38205, -25.60688], [2.78315, 15.74095, -24.84289], [2.66534, 15.50200, -23.48578], [1.45535, 15.88696, -22.91186], [0.43101, 16.39560, -23.66991], [0.71666, 16.65633, -25.01687], [3.72598, 15.41859, -25.27373], [3.38206, 15.00799, -22.84750], [1.21342, 15.67397, -21.87618], [-0.49359, 16.74481, -23.23866], [-0.08194, 17.10875, -25.59510], [-3.87549, 17.57875, -18.98666], [-4.70235, 17.30966, -17.84776], [-4.15451, 17.22698, -19.97539], [-3.82706, 18.66517, -18.99361], [-2.87730, 17.15857, -18.82536], [-4.21666, 17.32615, -17.02363], [-6.62347, 14.00290, -24.08220], [-6.48298, 12.97813, -23.21969], [-5.84274, 11.83422, -23.63013], [-5.72255, 10.78998, -22.73170], [-6.29571, 10.86747, -21.46948], [-6.94790, 12.04090, -21.06837], [-7.04128, 13.08780, -21.96392], [-5.33252, 11.80842, -24.58515], [-5.09568, 9.92878, -22.92850], [-6.31748, 10.01880, -20.79856], [-7.40844, 12.04729, -20.08984], [-7.47394, 14.06619, -21.77326], [-10.95203, 15.09090, -24.38083], [-10.03543, 15.78481, -23.69584], [-8.93849, 16.33629, -24.31157], [-7.92933, 16.92170, -23.55915], [-8.07717, 17.01733, -22.17780], [-9.24750, 16.55651, -21.56009], [-10.21285, 15.94349, -22.31470], [-8.88967, 16.33582, -25.39562], [-6.97125, 17.23096, -23.95624], [-7.25461, 17.40401, -21.59238], [-9.32715, 16.61363, -20.48248], [-11.18016, 15.60763, -21.95755], [-6.03639, 10.78703, -18.10439], [-5.29646, 11.79592, -17.61646], [-4.94045, 11.80919, -16.27840], [-4.23878, 12.91760, -15.81325], [-3.86853, 13.97044, -16.64324], [-4.21915, 13.93261, -17.99218], [-4.86193, 12.79768, -18.46526], [-5.40348, 11.03692, -15.67628], [-3.97971, 12.87992, -14.76238], [-3.30788, 14.78234, -16.20072], [-3.94158, 14.68585, -18.71582], [-5.15484, 12.70026, -19.50672], [0.59034, 9.79643, -19.51206], [-0.73000, 9.71009, -19.79258], [-1.24636, 10.59399, -20.73651], [-2.59723, 10.55305, -21.04779], [-3.38746, 9.63105, -20.38800], [-2.84947, 8.74787, -19.45436], [-1.50698, 8.83246, -19.07906], [-0.52272, 11.22250, -21.24010], [-2.97660, 11.32744, -21.70164], [-4.46732, 9.61690, -20.47827], [-3.56388, 8.09381, -18.97298], [-1.07888, 8.11123, -18.39743], [-2.44902, 17.93840, -27.97988], [-3.57472, 18.66623, -27.81704], [-4.64150, 18.07713, -27.12896], [-5.81651, 18.79771, -27.01682], [-5.88885, 20.07591, -27.55356], [-4.82134, 20.64290, -28.21357], [-3.62358, 19.92168, -28.37588], [-4.60786, 17.11734, -26.63075], [-6.65552, 18.43149, -26.43866], [-6.81629, 20.62740, -27.44884], [-4.98886, 21.67790, -28.48330], [-2.80088, 20.35377, -28.92493], [-2.48301, 13.08446, -22.85550], [-3.10191, 14.27696, -23.02912], [-4.15606, 14.56673, -22.16332], [-4.73891, 15.81080, -22.23537], [-4.24925, 16.80471, -23.08773], [-3.25305, 16.47163, -23.98066], [-2.63681, 15.21157, -23.92832], [-4.56218, 13.78650, -21.53778], [-5.63512, 16.02299, -21.66397], [-4.68590, 17.79263, -23.09152], [-2.87288, 17.24716, -24.63625], [-1.73508, 15.01221, -24.49281], [-0.89704, 11.99863, -29.09517], [-0.81402, 13.33633, -28.97490], [-1.36588, 13.95874, -27.86183], [-1.27386, 15.32596, -27.74686], [-0.48715, 16.05268, -28.62002], [0.12253, 15.43210, -29.70647], [-0.12035, 14.06976, -29.93373], [-1.95105, 13.27496, -27.25518], [-1.89119, 15.87708, -27.04645], [-0.49604, 17.12941, -28.50695], [0.65255, 16.02894, -30.43451], [0.35032, 13.59031, -30.78161], [-4.09393, 8.70775, -25.12463], [-2.98884, 9.36056, -25.55118], [-2.32106, 8.95164, -26.67646], [-1.15955, 9.64304, -27.03794], [-0.77803, 10.80914, -26.36763], [-1.52568, 11.20410, -25.26282], [-2.64091, 10.51216, -24.84644], [-2.59964, 8.05695, -27.21541], [-0.62232, 9.47072, -27.96125], [0.06129, 11.39434, -26.71020], [-1.29659, 12.11898, -24.72643], [-3.28244, 10.90759, -24.07370], [-0.90051, 19.22073, -23.50678], [-0.22498, 19.83460, -24.49930], [0.94139, 20.51569, -24.24982], [1.64951, 21.17468, -25.23902], [1.17289, 21.08056, -26.53699], [0.00836, 20.37966, -26.81837], [-0.74343, 19.82931, -25.76513], [1.26568, 20.60103, -23.21606], [2.60829, 21.58507, -24.95867], [1.77707, 21.48438, -27.34100], [-0.34420, 20.32322, -27.83783], [-1.71636, 19.41269, -25.99971], [0.05772, 13.89011, -16.69567], [-0.23017, 14.34197, -17.92436], [-0.03377, 15.69034, -18.18255], [-0.40411, 16.22288, -19.41851], [-0.93185, 15.35680, -20.37914], [-1.05346, 14.00773, -20.11473], [-0.76651, 13.51079, -18.87139], [0.38028, 16.28491, -17.37739], [-0.39359, 17.28618, -19.61216], [-1.36437, 15.83492, -21.25229], [-1.53665, 13.38960, -20.86093], [-0.94720, 12.44923, -18.74654]], "atomic_forces_ev_per_a": [[0.06, -0.01, -0.11], [-0.93, 0.06, 0.81], [0.73, -0.50, -0.60], [-0.61, -0.25, 0.43], [0.16, -0.51, -0.07], [-0.24, 0.73, 0.10], [0.24, 0.23, -0.49], [0.07, 0.06, 0.08], [0.15, 0.48, -0.02], [0.04, 0.17, -0.50], [0.42, -0.30, 0.34], [-0.13, -0.71, 0.45], [0.83, 0.19, 0.16], [-1.49, 0.33, 0.18], [-0.40, -0.79, 0.86], [0.84, 0.80, -0.90], [-0.26, -0.03, 0.46], [-0.15, 0.24, -0.59], [0.37, 0.00, -0.39], [0.43, 0.09, 0.13], [-0.10, -0.23, 0.03], [0.28, 0.09, -0.41], [1.28, 0.99, 1.49], [-1.16, -0.97, -0.85], [-1.05, -0.31, 0.37], [0.43, 0.08, -0.73], [0.05, 0.12, 0.02], [0.43, 0.06, -0.21], [0.14, 0.05, 0.03], [-0.48, -0.58, -0.15], [0.74, 0.12, -0.26], [0.26, -0.32, 0.74], [-0.71, 0.56, 0.03], [-0.06, -0.89, -0.40], [-0.10, 1.02, -0.17], [-0.20, -0.03, -0.10], [-0.24, -0.09, -0.46], [0.19, 0.07, -0.05], [-0.01, 0.33, -0.01], [-0.27, -0.22, 0.42], [-0.09, 0.21, -0.23], [0.47, 0.59, 1.34], [0.14, 0.04, -1.12], [-0.12, -0.10, 1.11], [-0.21, -0.34, -0.20], [0.92, 0.17, 0.12], [-1.03, -0.50, -1.16], [0.15, -0.31, 0.05], [-0.22, 0.12, -0.47], [-0.15, 0.13, 0.12], [-0.21, 0.11, -0.01], [0.25, -0.12, 0.47], [-0.11, -0.23, -0.13], [1.04, 0.69, 0.46], [-1.03, 0.19, -0.78], [0.02, -0.64, 0.31], [-0.10, -0.16, 0.12], [0.37, -0.79, 0.25], [-0.85, -0.04, -0.72], [0.51, 0.02, 0.40], [0.12, 0.42, -0.01], [-0.02, 0.15, -0.19], [0.06, 0.23, 0.22], [0.22, 0.15, 0.08], [-0.04, -0.09, -0.05], [0.05, 0.74, -0.02], [0.64, -0.68, 0.00], [0.47, 0.42, 0.43], [-0.47, -0.29, 0.49], [-0.11, 0.76, 0.07], [-0.60, -0.96, -0.64], [-0.20, 0.23, -0.03], [-0.27, -0.38, -0.09], [0.33, 0.01, -0.35], [0.32, -0.24, 0.19], [0.11, 0.23, 0.19], [-0.08, 0.24, 0.14], [-0.38, -0.63, -0.01], [-0.10, 0.32, 0.12], [0.25, 0.38, 0.11], [-0.54, -0.19, 0.09], [0.09, -0.09, 0.38], [-0.95, 0.74, 0.10], [0.49, -0.14, -0.29], [0.04, -0.26, -0.12], [0.09, 0.10, 0.00], [0.60, -0.05, -0.53], [0.19, -0.16, 0.07], [0.07, 0.13, -0.55], [-0.39, 0.74, 0.80], [0.20, -0.31, -0.60], [-0.31, 0.52, 0.04], [-0.38, -0.67, -0.17], [0.59, 0.00, 0.36], [0.17, -0.01, -0.08], [0.14, 0.00, 0.21], [0.23, -0.09, 0.25], [-0.07, 0.00, -0.04], [0.12, -0.15, -0.13], [-0.16, -0.13, -0.24], [-0.20, 0.03, -0.21], [0.83, 1.10, -0.12], [-0.50, -1.40, -0.74], [-0.21, 0.23, 0.21], [-0.10, 0.24, -0.45], [-0.96, -0.36, 0.20], [0.74, 0.13, 0.38], [-0.07, 0.48, 0.42], [0.26, -0.27, 0.30], [0.45, -0.12, -0.09], [0.18, -0.11, -0.01], [-0.19, -0.18, -0.02], [0.01, -0.22, -0.21], [-0.41, 0.83, 0.57], [1.07, -0.48, -0.07], [-0.21, 1.36, -0.24], [-0.48, -0.86, 0.42], [0.25, 0.74, 0.08], [-0.13, -0.54, -0.62], [-0.24, 0.04, 0.03], [-0.10, -0.65, 0.04], [0.06, -0.02, 0.02], [0.19, -0.04, -0.12], [0.12, -0.23, 0.21], [0.03, 0.13, 0.15], [-0.10, 0.52, -0.51], [0.32, 0.32, 1.52], [-0.43, -0.99, 0.11], [0.65, -0.14, -0.50], [-0.21, 0.45, 0.90], [-0.16, -0.13, -1.43], [0.10, -0.24, -0.09], [-0.07, 0.40, -0.28], [-0.18, 0.07, -0.06], [-0.12, -0.07, 0.01], [0.10, -0.25, 0.24], [0.09, -0.22, 0.15], [-0.10, 0.68, -0.15], [0.14, 0.20, 0.09], [-0.26, -0.88, 0.31], [-0.07, 1.22, 0.25], [-0.89, 0.65, -0.78], [0.29, -1.29, -0.15], [-0.04, 0.15, -0.10], [0.25, 0.05, 0.08], [0.19, -0.42, -0.29], [0.21, -0.16, 0.16], [0.12, 0.08, 0.58]], "lowdin_charge": [0.067, -0.144, -0.066, -0.066, -0.071, -0.176, 0.101, 0.100, 0.087, 0.106, 0.109, 0.081, -0.154, -0.059, -0.072, -0.084, -0.155, 0.100, 0.103, 0.087, 0.074, 0.086, -0.147, -0.130, 0.050, 0.065, 0.056, 0.068, 0.070, -0.307, -0.009, -0.079, -0.096, -0.080, -0.024, 0.120, 0.100, 0.096, 0.109, 0.115, 0.073, -0.284, -0.020, -0.086, -0.112, -0.079, -0.019, 0.119, 0.089, 0.075, 0.110, 0.120, 0.057, -0.287, -0.015, -0.081, -0.083, -0.061, -0.015, 0.117, 0.104, 0.100, 0.093, 0.082, 0.051, -0.288, -0.028, -0.069, -0.088, -0.064, -0.007, 0.121, 0.077, 0.064, 0.106, 0.117, 0.028, -0.280, 0.000, -0.087, -0.120, -0.069, -0.002, 0.111, 0.102, 0.107, 0.108, 0.114, 0.028, -0.260, -0.014, -0.075, -0.070, -0.072, -0.013, 0.104, 0.092, 0.077, 0.095, 0.102, 0.053, -0.279, -0.013, -0.101, -0.101, -0.063, -0.009, 0.109, 0.084, 0.089, 0.103, 0.111, 0.048, -0.271, -0.010, -0.073, -0.099, -0.089, -0.015, 0.117, 0.103, 0.102, 0.093, 0.073, 0.048, -0.305, -0.022, -0.070, -0.090, -0.060, -0.026, 0.122, 0.108, 0.103, 0.097, 0.093, 0.068, -0.287, -0.010, -0.087, -0.108, -0.075, -0.007, 0.117, 0.107, 0.093, 0.079, 0.115]}